Formula: C10H14N4O5
Source: OMol25
Level of theory: ωB97M-V/def2-TZVPD

```
33
Properties=species:S:1:pos:R:3:forces:R:3
O -1.833041 -0.971406 4.458013 -0.2 -0.2 -1.6
O -1.213179 -2.704735 3.164112 -0.7 2.6 -2.6
O -0.472505 1.835868 2.546062 -1.4 3.1 0.0
O 1.580642 1.048641 2.516179 -0.4 -0.7 0.0
O 1.816554 -2.555457 0.106570 0.1 1.0 0.5
N -0.152845 1.826054 -1.742474 -0.8 1.7 1.2
N -0.476848 2.404504 -3.842766 0.0 -1.0 1.7
N 2.584340 -0.538215 -1.305739 2.6 0.0 -3.1
N 0.525480 -1.379033 1.456640 -1.4 2.7 -2.9
C -0.268266 -0.192697 1.624841 -0.6 -0.8 -1.8
C -0.306760 1.027141 -3.748013 0.3 0.0 -2.3
C -1.638015 -0.565054 2.139145 -0.5 -0.1 -0.6
C 1.264933 -1.471957 0.341974 0.7 -3.1 -0.9
C -1.637581 -1.369594 3.319814 1.4 -2.7 4.2
C -0.434075 2.839967 -2.527762 1.3 0.1 -1.4
C 1.377746 -0.410877 -0.692740 -3.9 0.4 0.8
C 0.418445 0.903552 2.258034 1.3 1.2 0.9
C 0.055766 -0.595841 -1.632875 2.3 0.3 -1.5
C -0.106566 0.669981 -2.474818 -0.3 0.6 2.0
H 3.274916 -1.092647 -0.811619 -0.3 0.1 0.3
H -1.282054 -3.065967 4.011340 -0.1 -1.0 2.4
H -0.346458 3.933860 -2.380700 -0.4 -1.0 0.6
H -0.192643 0.459120 -4.641337 -0.3 -0.4 -0.4
H -2.303534 0.230864 2.403608 -0.1 0.8 -0.4
H -1.071731 2.091701 1.798575 0.7 -0.6 0.9
H 2.396323 -1.068594 -2.139031 0.6 -0.2 -0.6
H -2.002225 -1.154885 1.329465 -0.8 -0.5 -0.5
H 1.229400 0.593767 -0.340163 0.0 0.4 0.7
H 0.252868 -1.433968 -2.376515 -0.7 0.4 1.4
H -0.586463 2.952293 -4.682908 0.0 -0.2 0.2
H 0.948235 -1.872338 2.158146 0.4 -1.4 2.6
H -0.781269 -0.686493 -0.922450 0.0 -0.5 -0.9
H -0.619591 0.312445 0.629392 1.3 -1.2 1.2
```
Positions in Å, forces in eV/Å.

Calculated values
**SMILES**: N[C@@H](Cc1c[nH]cn1)C(=O)N[C@@H](CC(=O)O)C(=O)O
**Largest force on an atom**: 5.18 eV/Å
**Relative energy (zero: lowest compared OMol25 entry of this formula, charge and spin)**: 341.6 kJ/mol
**Energy**: -984.65437 Eh

Formula: C17H27N2OSSe2Sn
Source: OMol25
Level of theory: ωB97M-V/def2-TZVPD

```
51
Properties=species:S:1:pos:R:3:forces:R:3
Sn 0.959437 1.578898 -1.530455 0.6 0.2 -0.2
Se 6.697596 -1.280510 -1.213708 -0.1 -0.3 0.4
Se 3.974782 -3.700786 -0.491160 0.8 -0.6 0.1
S -0.664379 2.819864 0.232906 -0.2 0.0 0.2
O -0.303667 -0.163084 -0.178284 0.0 1.1 -0.1
N -3.249924 2.878985 -0.420416 0.2 -0.7 1.0
N -2.447227 0.798426 -0.234961 -0.7 -1.3 0.0
C 2.666562 2.043860 -0.525067 -1.3 -0.2 -0.2
C -3.511064 5.071245 0.818238 -1.2 -0.6 -1.6
C 6.963899 0.070263 0.171543 0.6 0.0 -0.3
C 6.767003 -2.867217 -0.049996 -0.2 1.2 1.4
C -1.567613 -3.874856 0.347584 -0.5 0.1 0.1
C 3.021246 -2.067256 -0.338490 -0.4 0.4 -1.0
C -2.093809 -1.560340 0.027135 -0.5 0.6 -0.4
C -5.293639 1.892195 0.712613 0.7 -0.2 0.1
C -1.537363 -0.162022 -0.132375 0.5 -1.7 0.6
C -3.158971 4.325142 -0.479088 -2.2 -0.4 -0.1
C -2.848336 -4.263944 -0.068213 0.3 1.4 -0.6
C -4.560607 2.270765 -0.550940 -0.2 0.2 -1.1
C 5.460840 -3.159722 0.699265 -0.2 -0.5 -0.4
C -2.196310 2.054243 -0.130190 1.0 2.6 -0.6
C -3.746198 -3.244099 -0.460285 1.4 -0.2 0.9
C -3.389641 -1.900150 -0.346259 0.2 -0.4 -0.1
C -1.192430 -2.533150 0.370971 0.6 -0.9 0.4
H -4.866303 1.020893 1.186092 0.2 -0.4 0.0
H -3.920600 4.573112 -1.245224 0.3 0.3 0.3
H 7.644344 -2.772892 0.638884 -0.7 0.1 -0.4
H 6.939081 -3.705413 -0.656173 0.5 -1.0 -1.1
H 5.023685 -2.321122 1.222599 0.3 0.3 0.3
H -4.489722 1.414884 -1.227452 0.1 -0.1 0.3
H 3.657243 1.787875 -0.827467 0.7 -0.1 -0.4
H -3.096622 -5.303772 -0.237743 0.0 0.0 0.2
H 3.627475 -1.239400 -0.657781 0.4 0.3 -0.1
H 2.207618 -2.128160 -1.065123 -0.2 0.1 0.4
H -6.316316 1.688272 0.485239 -0.8 -0.2 -0.2
H -2.788290 4.867648 1.579226 0.2 -0.2 0.7
H -2.235586 4.564524 -0.878025 1.9 0.6 -0.5
H -4.039399 -1.077069 -0.606138 -0.2 -0.1 -0.1
H 7.293647 0.951681 -0.379496 -0.4 0.1 0.1
H -5.138094 2.994953 -1.116374 -0.4 0.2 0.0
H 5.583327 -4.007297 1.381473 0.2 0.3 0.1
H -0.168559 -2.221198 0.626935 -0.6 -0.3 -0.1
H -5.250756 2.668244 1.447270 -0.1 0.7 0.4
H -4.671487 -3.531114 -0.864547 -1.3 -0.2 -0.4
H 7.836314 -0.231203 0.747081 -0.1 -0.1 0.3
H 2.688489 -1.899049 0.663171 -0.5 0.0 0.5
H -0.839681 -4.602430 0.642878 0.2 -0.4 0.0
H -4.554953 4.718143 1.013905 0.9 0.5 0.6
H 6.102899 0.283817 0.805220 0.0 -0.1 -0.2
H 2.575147 2.341392 0.499215 0.1 0.2 0.7
H -3.553081 6.137950 0.591990 0.0 0.0 0.2
```
Positions in Å, forces in eV/Å.

Calculated values
**Largest force on an atom**: 2.83 eV/Å
**Total charge**: -1
**Relative energy (zero: lowest compared OMol25 entry of this formula, charge and spin)**: 0.0 kJ/mol
**Energy**: -6264.03895 Eh

Formula: C5H11NO2
Source: OMol25
Level of theory: ωB97M-V/def2-TZVPD

```
19
Properties=species:S:1:pos:R:3:forces:R:3
O 0.533449 2.004878 0.010378 0.2 0.5 -0.4
O 2.382470 1.097544 -0.825407 -0.1 -0.3 -1.4
N -0.041470 -0.864560 1.152017 -1.4 -0.7 0.4
C -0.972131 -0.686764 0.020025 1.7 0.5 1.1
C 1.046758 1.359471 -0.874577 -0.5 0.4 1.7
C 0.218179 0.641852 -1.886632 0.4 -1.6 0.9
C -0.722366 -0.563681 2.441134 2.1 -0.7 -0.1
C -0.195326 -0.761658 -1.292236 -1.2 0.0 -0.8
H 0.794301 0.474057 -2.793525 -0.4 0.2 -0.2
H -0.845006 -1.441721 3.088062 -0.3 -0.3 -0.5
H 2.853711 1.848682 -0.445953 -0.2 0.0 0.5
H 0.793962 -0.310846 1.077582 -0.1 0.3 -0.2
H -1.698595 -0.100787 2.286576 0.3 0.6 0.3
H -1.435686 0.308123 0.125301 -0.3 -0.2 -0.3
H -0.759847 1.107728 -1.975018 0.5 0.7 -0.5
H 0.624044 -1.477632 -1.228307 0.0 0.1 0.0
H 0.093469 -0.039762 2.972544 -1.2 0.7 0.3
H -0.946001 -1.131346 -2.009161 0.6 -0.2 -0.1
H -1.723914 -1.463578 0.157197 -0.1 0.0 -0.5
```
Positions in Å, forces in eV/Å.

Calculated values
**SMILES**: CNCCCC(=O)O
**Largest force on an atom**: 2.26 eV/Å
**Relative energy (zero: lowest compared OMol25 entry of this formula, charge and spin)**: 128.3 kJ/mol
**Energy**: -402.32926 Eh

Formula: C26H20BrN2O2PPd
Source: OMol25
Level of theory: ωB97M-V/def2-TZVPD

```
53
Properties=species:S:1:pos:R:3:forces:R:3
Pd 0.482040 -0.652517 -1.410678 0.2 -0.9 1.1
Br 0.383920 -3.880979 -0.362597 -0.1 -0.1 0.0
P 0.586991 0.048812 0.992197 0.1 0.6 -1.2
O -1.253398 0.386933 -2.657481 0.2 0.3 -0.2
O -3.500862 0.555256 -2.545147 -0.1 0.1 -0.1
N -1.312801 -1.938922 -1.343769 0.1 0.0 0.0
N 1.226278 -1.578488 -3.326736 0.0 0.1 -0.1
C 3.023405 1.651953 0.764933 0.0 0.1 0.0
C -0.606034 2.506269 0.289689 0.0 0.0 0.0
C -3.656058 -3.333411 -1.003714 -0.1 0.0 0.0
C 4.107035 1.645468 -1.386798 0.0 -0.1 0.0
C 1.149179 0.598782 5.010986 0.0 0.0 0.0
C -1.966940 0.954213 1.522772 0.0 0.0 0.0
C 2.227824 -1.458871 4.391464 0.0 0.0 0.0
C 0.717809 0.773750 3.702862 0.0 0.0 0.0
C 0.313980 -0.863178 -5.655878 0.0 -0.1 0.0
C 1.903104 -0.513399 5.355923 0.0 0.0 0.0
C 0.835024 -1.285311 -4.365191 0.0 0.1 0.0
C 4.061186 2.066387 -0.061103 0.0 0.0 0.0
C 2.079923 0.420322 -1.098186 -0.5 0.2 -0.1
C 1.043956 -0.170795 2.735469 0.0 -0.3 -0.1
C -1.303983 -3.162036 -0.835811 -0.1 0.1 0.0
C -2.448111 -3.913759 -0.647441 0.1 0.0 0.0
C -2.478123 -1.384344 -1.703922 0.1 -0.1 0.0
C -2.418232 0.008606 -2.361249 0.0 -0.1 0.1
C -1.695919 3.357727 0.175026 0.0 0.0 0.0
C -3.676852 -2.057035 -1.534993 0.0 0.0 0.0
C -0.734422 1.299394 0.966082 -0.1 -0.1 0.3
C 1.793809 -1.291862 3.086206 0.0 0.0 0.0
C -2.915586 3.014230 0.736396 0.0 0.0 0.0
C 3.122159 0.814812 -1.919300 0.1 0.0 0.0
C 2.037172 0.836411 0.229221 0.1 0.1 0.2
C -3.050224 1.810403 1.414941 0.0 0.0 0.0
H 4.927465 1.965696 -2.017725 0.0 0.0 0.0
H 0.130515 1.643226 3.436123 0.0 0.0 0.0
H 0.609387 0.167684 -5.840430 0.0 0.0 0.0
H -3.766838 3.673164 0.628645 0.0 0.0 0.0
H -1.592412 4.286669 -0.369966 0.0 0.0 0.0
H 0.701316 -1.504153 -6.445462 0.0 0.0 0.0
H -4.004802 1.529339 1.840248 0.0 0.0 0.0
H 0.336297 2.771615 -0.172759 0.0 0.0 0.0
H -0.772857 -0.919054 -5.630327 0.0 0.0 0.0
H 3.183920 0.481026 -2.946937 0.0 0.0 0.0
H 4.837694 2.712366 0.327185 0.0 0.0 0.0
H 2.988160 1.949939 1.807060 0.0 0.0 0.0
H -2.389582 -4.910265 -0.236697 0.0 0.0 0.0
H 2.813779 -2.328683 4.657814 0.0 0.0 0.0
H 0.896263 1.337317 5.760598 0.0 0.0 0.0
H 2.039645 -2.031065 2.332366 0.0 0.0 0.0
H -4.576265 -3.886698 -0.864439 0.0 0.0 0.0
H 2.232438 -0.647643 6.378020 0.0 0.0 0.0
H -2.082966 0.003013 2.032455 0.0 0.0 0.0
H -4.588422 -1.558315 -1.829934 0.0 0.0 0.0
```
Positions in Å, forces in eV/Å.

Calculated values
**Largest force on an atom**: 1.45 eV/Å
**Relative energy (zero: lowest compared OMol25 entry of this formula, charge and spin)**: 0.0 kJ/mol
**Energy**: -4306.01342 Eh